C96H212N12O16 | ωB97M-V/def2-TZVPD

Calculated values
LUMO level, eV: 0.423
Charge: 0
Energy relative to the best compared isomer or geometry (same formula, charge and spin), eV: 3.0145
SMILES string: CC1(C)CCCC(C)(C)N1O.CC1(C)CCCC(C)(C)N1O.CC1(C)CCCC(C)(C)N1O.CC1(C)CCCC(C)(C)N1O.CC1(C)CCCC(C)(C)N1O.CC1(C)CCCC(C)(C)N1O.CC1(C)CCCC(C)(C)N1O.CC1(C)CCCC(C)(C)N1O.COCCNCCOC.COCCNCCOC.COCCNCCOC.COCCNCCOC
Max |F|, eV Å⁻¹: 4.35
Kohn-Sham gap, eV: 8.80

Last column: Löwdin charge in e.
Cartesian coordinates (Å):
C1 4.858 0.979 5.867  -0.01
C2 5.085 1.650 4.502  -0.49
C3 4.107 1.099 3.445  -0.03
C4 4.754 3.138 4.705  -0.15
C5 5.825 3.931 5.450  -0.17
C6 7.151 3.776 4.748  -0.14
C7 7.567 2.326 4.491  -0.50
C8 8.774 2.275 3.526  -0.02
C9 8.018 1.732 5.812  -0.04
N1 6.424 1.603 3.860  -0.06
O1 6.766 0.219 3.864  -0.05
H1 3.767 1.004 6.013  0.07
H2 5.126 -0.059 5.990  0.08
H3 5.370 1.570 6.636  0.07
H4 3.099 1.494 3.572  0.07
H5 4.310 1.307 2.415  0.05
H6 4.052 0.002 3.573  0.09
H7 4.510 3.653 3.703  0.11
H8 3.801 3.071 5.227  0.10
H9 5.540 5.000 5.478  0.12
H10 5.733 3.576 6.485  0.10
H11 7.891 4.306 5.402  0.14
H12 7.175 4.279 3.806  0.09
H13 8.571 2.796 2.635  0.05
H14 9.138 1.293 3.260  0.08
H15 9.546 2.878 3.920  0.07
H16 8.059 0.661 5.762  0.07
H17 7.338 2.068 6.625  0.08
H18 9.071 1.977 6.081  0.10
H19 6.543 -0.018 2.922  0.08
C10 -5.765 -0.813 0.547  -0.02
C11 -6.295 -2.246 0.810  -0.47
C12 -6.934 -2.720 -0.520  -0.02
C13 -5.116 -3.209 1.121  -0.13
C14 -4.473 -2.958 2.497  -0.19
C15 -5.519 -3.081 3.540  -0.16
C16 -6.756 -2.169 3.327  -0.50
C17 -7.746 -2.562 4.442  -0.04
C18 -6.436 -0.698 3.617  -0.03
N2 -7.222 -2.419 1.954  -0.06
O2 -8.365 -1.570 1.723  -0.03
H20 -5.525 -0.851 -0.503  0.05
H21 -6.550 -0.083 0.804  0.07
H22 -4.844 -0.552 1.031  0.05
H23 -7.439 -3.606 -0.272  0.07
H24 -7.606 -1.924 -0.951  0.11
H25 -6.185 -2.927 -1.235  0.05
H26 -5.476 -4.225 1.055  0.12
H27 -4.371 -3.097 0.308  0.10
H28 -3.615 -3.617 2.663  0.09
H29 -4.015 -1.927 2.539  0.11
H30 -5.097 -2.863 4.546  0.14
H31 -5.870 -4.100 3.510  0.11
H32 -8.020 -3.645 4.283  0.10
H33 -8.648 -1.945 4.461  0.09
H34 -7.192 -2.534 5.349  0.06
H35 -7.184 -0.016 3.297  0.05
H36 -5.420 -0.339 3.301  0.09
H37 -6.338 -0.667 4.692  0.08
H38 -9.034 -2.121 1.326  0.09
C19 -7.997 2.149 1.637  -0.05
C20 -8.809 3.230 1.010  -0.52
C21 -10.315 2.932 1.275  -0.02
C22 -8.454 4.582 1.614  -0.12
C23 -7.048 5.069 1.154  -0.17
C24 -6.855 5.072 -0.314  -0.16
C25 -7.280 3.834 -1.069  -0.51
C26 -7.567 4.210 -2.509  -0.03
C27 -6.206 2.730 -0.960  -0.01
N3 -8.590 3.449 -0.462  -0.04
O3 -8.909 2.174 -1.100  -0.06
H39 -7.880 1.313 0.941  0.06
H40 -6.961 2.498 1.770  0.07
H41 -8.402 1.740 2.617  0.11
H42 -10.554 2.007 0.822  0.06
H43 -10.503 2.988 2.343  0.08
H44 -10.941 3.724 0.806  0.09
H45 -9.157 5.372 1.431  0.11
H46 -8.325 4.418 2.651  0.11
H47 -6.842 6.102 1.523  0.13
H48 -6.366 4.470 1.764  0.10
H49 -5.860 5.324 -0.686  0.11
H50 -7.428 5.870 -0.658  0.10
H51 -6.694 4.741 -2.849  0.08
H52 -8.432 4.891 -2.478  0.10
H53 -7.772 3.345 -3.177  0.09
H54 -6.569 1.759 -1.152  0.05
H55 -5.820 2.693 0.064  0.07
H56 -5.315 2.718 -1.573  0.06
H57 -9.834 2.318 -1.365  0.11
C28 7.124 -3.947 -0.476  -0.02
C29 6.802 -2.626 -1.261  -0.46
C30 6.076 -3.139 -2.576  -0.03
C31 5.733 -1.789 -0.509  -0.11
C32 6.367 -0.792 0.524  -0.15
C33 7.570 -0.038 -0.086  -0.12
C34 8.645 -0.965 -0.755  -0.48
C35 9.527 -0.027 -1.619  -0.03
C36 9.462 -1.763 0.315  0.00
N4 7.943 -1.788 -1.728  -0.15
O4 8.849 -2.609 -2.306  -0.02
H58 7.451 -3.773 0.518  0.06
H59 6.132 -4.326 -0.456  0.06
H60 7.835 -4.555 -1.136  0.11
H61 6.568 -3.967 -3.116  0.09
H62 5.088 -3.441 -2.265  0.07
H63 6.017 -2.283 -3.197  0.05
H64 5.198 -1.272 -1.308  0.11
H65 5.205 -2.468 0.132  0.09
H66 5.502 -0.148 0.831  0.09
H67 6.730 -1.240 1.462  0.10
H68 8.057 0.639 0.586  0.10
H69 7.252 0.630 -0.920  0.11
H70 9.814 0.835 -1.039  0.08
H71 8.854 0.273 -2.404  0.07
H72 10.458 -0.427 -2.022  0.08
H73 8.815 -1.993 1.150  0.06
H74 10.267 -1.120 0.659  0.08
H75 9.836 -2.752 0.004  0.09
H76 8.695 -2.558 -3.259  0.12
C37 6.599 6.927 0.822  -0.01
C38 5.496 5.917 0.343  -0.48
C39 5.033 5.108 1.552  -0.04
C40 4.309 6.703 -0.244  -0.14
C41 3.457 5.867 -1.148  -0.20
C42 4.169 5.076 -2.179  -0.13
C43 5.197 4.135 -1.514  -0.47
C44 4.515 2.910 -0.820  -0.04
C45 6.127 3.432 -2.609  -0.01
N5 6.032 4.968 -0.688  -0.10
O5 7.097 4.287 -0.073  -0.04
H77 6.035 7.721 1.376  0.09
H78 7.336 6.451 1.466  0.08
H79 6.901 7.458 -0.097  0.09
H80 4.744 5.854 2.284  0.09
H81 4.098 4.697 1.286  0.05
H82 5.827 4.407 1.896  0.08
H83 3.756 7.085 0.633  0.11
H84 4.597 7.609 -0.780  0.13
H85 2.962 5.058 -0.592  0.11
H86 2.678 6.458 -1.590  0.10
H87 4.721 5.745 -2.848  0.13
H88 3.529 4.515 -2.796  0.11
H89 4.127 2.254 -1.595  0.07
H90 3.647 3.028 -0.131  0.07
H91 5.183 2.124 -0.559  0.05
H92 6.841 2.725 -2.150  0.07
H93 6.696 4.242 -3.044  0.08
H94 5.530 2.963 -3.418  0.09
H95 6.738 3.542 0.457  0.08
C46 -1.663 -5.256 0.594  -0.03
C47 -1.522 -6.023 -0.735  -0.48
C48 -2.202 -7.403 -0.500  0.00
C49 -2.197 -5.124 -1.799  -0.12
C50 -1.955 -5.588 -3.286  -0.14
C51 -0.452 -5.563 -3.544  -0.18
C52 0.265 -6.505 -2.588  -0.45
C53 0.054 -7.989 -3.051  -0.01
C54 1.805 -6.205 -2.622  -0.04
N6 -0.088 -6.067 -1.146  -0.10
O6 0.591 -6.974 -0.411  -0.07
H96 -2.673 -5.169 1.003  0.08
H97 -1.126 -5.796 1.429  0.07
H98 -1.096 -4.280 0.586  0.09
H99 -2.045 -7.688 0.533  0.07
H100 -3.259 -7.376 -0.778  0.09
H101 -1.679 -8.089 -1.161  0.05
H102 -3.255 -5.032 -1.614  0.10
H103 -1.834 -4.125 -1.563  0.09
H104 -2.438 -6.566 -3.565  0.13
H105 -2.407 -4.801 -3.949  0.10
H106 -0.005 -4.583 -3.400  0.09
H107 -0.205 -5.872 -4.583  0.13
H108 0.072 -7.992 -4.135  0.09
H109 -0.888 -8.271 -2.674  0.03
H110 0.797 -8.628 -2.583  0.09
H111 2.259 -6.827 -1.802  0.09
H112 2.060 -5.153 -2.552  0.05
H113 2.316 -6.666 -3.507  0.09
H114 1.098 -6.534 0.337  0.12
C55 -5.359 -0.103 -3.493  -0.02
C56 -4.678 -1.069 -4.530  -0.46
C57 -3.128 -0.934 -4.358  -0.02
C58 -5.118 -2.506 -4.191  -0.13
C59 -5.076 -3.459 -5.419  -0.16
C60 -5.805 -2.851 -6.610  -0.17
C61 -5.223 -1.578 -7.055  -0.55
C62 -3.850 -1.774 -7.709  -0.02
C63 -6.129 -0.907 -8.069  -0.04
N7 -5.295 -0.695 -5.842  -0.06
O7 -4.726 0.593 -6.202  -0.07
H115 -5.131 -0.648 -2.510  0.08
H116 -4.839 0.853 -3.398  0.07
H117 -6.404 -0.071 -3.666  0.07
H118 -2.903 -0.847 -3.299  0.05
H119 -2.702 -1.874 -4.615  0.03
H120 -2.588 -0.139 -4.949  0.11
H121 -4.553 -2.864 -3.333  0.11
H122 -6.114 -2.617 -3.875  0.09
H123 -4.055 -3.648 -5.710  0.08
H124 -5.519 -4.433 -5.178  0.12
H125 -6.838 -2.753 -6.406  0.10
H126 -5.816 -3.579 -7.521  0.16
H127 -3.877 -2.371 -8.583  0.07
H128 -3.118 -2.126 -6.937  0.07
H129 -3.374 -0.856 -8.089  0.09
H130 -6.044 -1.386 -9.047  0.09
H131 -5.689 0.092 -8.264  0.09
H132 -7.165 -0.840 -7.767  0.08
H133 -5.480 1.265 -6.103  0.14
C64 2.620 -0.201 0.262  0.00
C65 1.212 0.540 0.249  -0.44
C66 1.261 1.729 1.232  -0.02
C67 1.040 1.213 -1.189  -0.13
C68 -0.345 1.629 -1.512  -0.19
C69 -1.291 0.434 -1.285  -0.14
C70 -1.241 -0.089 0.095  -0.51
C71 -1.951 0.847 1.080  0.00
C72 -2.017 -1.411 0.085  -0.02
N8 0.155 -0.402 0.392  -0.03
O8 0.156 -0.848 1.791  -0.03
H134 2.627 -0.816 -0.593  0.03
H135 3.430 0.480 0.190  0.04
H136 2.793 -0.780 1.196  0.10
H137 0.814 1.436 2.146  0.04
H138 2.279 2.063 1.489  0.06
H139 0.740 2.595 0.841  0.07
H140 1.777 2.057 -1.297  0.12
H141 1.301 0.420 -1.908  0.10
H142 -0.603 2.533 -0.945  0.10
H143 -0.377 1.906 -2.597  0.12
H144 -0.996 -0.275 -2.105  0.13
H145 -2.294 0.748 -1.480  0.11
H146 -1.741 0.493 2.139  0.10
H147 -3.009 0.959 1.012  0.06
H148 -1.568 1.862 1.137  0.07
H149 -2.128 -1.819 1.113  0.09
H150 -1.487 -2.140 -0.496  0.06
H151 -3.023 -1.365 -0.316  0.07
H152 0.606 -1.695 1.737  0.06
C73 4.725 -0.480 -5.329  -0.11
O9 3.312 -0.545 -5.259  -0.16
C74 2.898 -1.348 -4.149  -0.24
C75 1.492 -1.679 -4.388  -0.22
N9 1.195 -2.351 -5.678  -0.02
C76 -0.201 -2.742 -5.840  -0.20
C77 -0.370 -3.465 -7.178  -0.26
O10 -0.076 -2.550 -8.167  -0.20
C78 0.011 -3.070 -9.478  -0.10
H153 5.087 0.222 -6.096  0.09
H154 5.095 -1.503 -5.394  0.08
H155 5.178 -0.052 -4.438  0.07
H156 3.022 -0.927 -3.125  0.12
H157 3.489 -2.271 -4.070  0.11
H158 0.910 -0.815 -4.201  0.10
H159 1.126 -2.398 -3.606  0.12
H160 1.379 -1.640 -6.336  0.08
H161 -0.808 -1.829 -5.884  0.10
H162 -0.480 -3.265 -4.930  0.09
H163 -1.460 -3.850 -7.379  0.14
H164 0.272 -4.387 -7.248  0.13
H165 0.897 -3.754 -9.607  0.10
H166 0.232 -2.276 -10.151  0.07
H167 -0.869 -3.658 -9.780  0.09
C79 -0.767 -2.505 8.290  -0.12
O11 0.129 -2.020 7.309  -0.18
C80 0.013 -0.625 7.338  -0.25
C81 0.855 -0.014 6.182  -0.19
N10 0.508 1.419 6.038  -0.03
C82 -0.281 1.887 4.805  -0.17
C83 -0.088 3.364 4.619  -0.17
O12 1.363 3.624 4.605  -0.22
C84 1.618 4.623 3.663  -0.13
H168 -1.744 -2.100 8.070  0.08
H169 -0.483 -2.275 9.344  0.10
H170 -0.766 -3.603 8.193  0.09
H171 0.459 -0.218 8.221  0.11
H172 -1.013 -0.251 7.243  0.12
H173 0.677 -0.640 5.293  0.11
H174 1.932 -0.058 6.417  0.10
H175 1.414 1.907 5.974  0.08
H176 -1.319 1.615 4.913  0.11
H177 -0.048 1.288 3.956  0.07
H178 -0.434 3.967 5.474  0.14
H179 -0.520 3.619 3.672  0.10
H180 2.629 4.941 3.704  0.05
H181 1.017 5.500 3.924  0.09
H182 1.359 4.282 2.628  0.09
C85 -2.630 4.206 -2.644  -0.09
O13 -2.063 4.826 -1.521  -0.21
C86 -3.004 5.334 -0.549  -0.21
C87 -2.318 5.992 0.611  -0.21
N11 -1.570 7.225 0.301  -0.02
C88 -0.140 6.888 -0.052  -0.18
C89 0.710 8.066 0.367  -0.24
O14 0.730 8.276 1.748  -0.17
C90 1.480 9.388 2.004  -0.15
H183 -3.212 3.405 -2.308  0.05
H184 -1.713 3.849 -3.206  0.11
H185 -3.147 5.045 -3.080  0.09
H186 -3.530 4.562 -0.130  0.08
H187 -3.783 5.957 -0.958  0.11
H188 -1.647 5.232 1.020  0.10
H189 -3.057 6.123 1.399  0.12
H190 -1.437 7.722 1.235  0.12
H191 -0.043 6.691 -1.156  0.13
H192 0.173 5.965 0.344  0.08
H193 0.416 8.925 -0.155  0.11
H194 1.748 7.850 0.085  0.10
H195 1.073 10.368 1.646  0.11
H196 2.489 9.206 1.612  0.08
H197 1.618 9.505 3.084  0.09
C91 2.036 -3.329 -0.425  -0.09
O15 1.584 -3.337 0.900  -0.20
C92 2.220 -4.149 1.800  -0.26
C93 1.877 -3.857 3.203  -0.21
N12 0.473 -4.132 3.478  -0.03
C94 0.156 -5.541 3.792  -0.19
C95 -1.314 -5.642 4.248  -0.22
O16 -1.581 -7.024 4.039  -0.21
C96 -2.902 -7.353 4.455  -0.12
H198 1.826 -4.360 -0.786  0.07
H199 3.017 -2.998 -0.558  0.04
H200 1.326 -2.625 -0.977  0.11
H201 3.359 -4.063 1.691  0.15
H202 1.983 -5.217 1.640  0.11
H203 2.069 -2.847 3.600  0.12
H204 2.543 -4.435 3.872  0.12
H205 0.069 -3.457 4.081  0.09
H206 0.747 -6.066 4.582  0.13
H207 0.366 -6.130 2.936  0.08
H208 -1.897 -4.977 3.593  0.10
H209 -1.475 -5.365 5.313  0.13
H210 -3.105 -8.472 4.348  0.11
H211 -3.691 -6.766 3.971  0.07
H212 -2.955 -7.054 5.580  0.11